Entry 1:
{
  "formula": "C4H5N2",
  "method": "the ωB97M-V functional and the def2-TZVPD basis",
  "lumo_energy_ev": [-4.68, -4.68],
  "max_force_ev_per_a": 6.1,
  "total_charge": 1,
  "relative_energy_kj_mol": 447.4,
  "total_energy_ev": -7195.914,
  "gap_ha": [0.3151, 0.3150],
  "elements": ["C", "C", "C", "C", "N", "N", "H", "H", "H", "H", "H"],
  "xyz": [[2.985, 0.090, 0.005], [-0.949, 0.472, -0.106], [-0.421, -0.781, -0.691], [0.880, -0.818, -0.003], [1.829, 0.022, -0.031], [-0.369, -0.556, 0.751], [3.817, 0.747, -0.067], [-0.387, 1.397, -0.184], [-2.026, 0.600, -0.051], [-0.939, -1.563, -1.213], [-0.780, -1.056, 1.531]]
}

Entry 2:
{
  "formula": "C54H151N11O21",
  "method": "the ωB97M-V functional and the def2-TZVPD basis",
  "lumo_energy_ev": 0.15,
  "max_force_ev_per_a": 3.3,
  "relative_energy_kj_mol": 85.8,
  "total_energy_ev": -117827.024,
  "gap_ha": 0.3256,
  "elements": ["C", "C", "O", "O", "H", "H", "H", "H", "H", "H", "C", "C", "O", "O", "H", "H", "H", "H", "H", "H", "C", "C", "O", "O", "H", "H", "H", "H", "H", "H", "C", "C", "O", "O", "H", "H", "H", "H", "H", "H", "C", "C", "O", "O", "H", "H", "H", "H", "H", "H", "C", "C", "C", "O", "C", "N", "H", "H", "H", "H", "H", "H", "H", "H", "H", "H", "H", "C", "C", "C", "O", "C", "N", "H", "H", "H", "H", "H", "H", "H", "H", "H", "H", "H", "C", "C", "C", "O", "C", "N", "H", "H", "H", "H", "H", "H", "H", "H", "H", "H", "H", "C", "C", "C", "O", "C", "N", "H", "H", "H", "H", "H", "H", "H", "H", "H", "H", "H", "C", "C", "C", "O", "C", "N", "H", "H", "H", "H", "H", "H", "H", "H", "H", "H", "H", "C", "C", "C", "O", "C", "N", "H", "H", "H", "H", "H", "H", "H", "H", "H", "H", "H", "C", "C", "C", "O", "C", "N", "H", "H", "H", "H", "H", "H", "H", "H", "H", "H", "H", "C", "C", "C", "O", "C", "N", "H", "H", "H", "H", "H", "H", "H", "H", "H", "H", "H", "C", "C", "C", "O", "C", "N", "H", "H", "H", "H", "H", "H", "H", "H", "H", "H", "H", "C", "C", "C", "O", "C", "N", "H", "H", "H", "H", "H", "H", "H", "H", "H", "H", "H", "C", "C", "C", "O", "C", "N", "H", "H", "H", "H", "H", "H", "H", "H", "H", "H", "H"],
  "xyz": [[-3.716, -2.715, 3.269], [-2.597, -2.621, 4.252], [-1.985, -1.321, 4.069], [-3.868, -4.159, 3.003], [-3.332, -2.235, 2.368], [-4.655, -2.239, 3.518], [-1.942, -3.492, 4.078], [-2.918, -2.773, 5.309], [-1.536, -1.083, 4.922], [-4.477, -4.353, 2.287], [3.801, 0.864, 3.084], [4.604, 0.824, 4.394], [5.116, -0.429, 4.508], [4.643, 0.511, 2.028], [3.481, 1.893, 2.917], [2.922, 0.213, 3.064], [3.943, 1.178, 5.172], [5.427, 1.571, 4.341], [5.728, -0.477, 5.287], [5.196, -0.190, 2.403], [0.330, -5.155, 2.834], [-0.416, -4.200, 1.920], [0.116, -4.207, 0.622], [1.685, -4.839, 3.232], [0.272, -6.179, 2.487], [-0.180, -5.144, 3.813], [-0.451, -3.211, 2.378], [-1.449, -4.541, 1.880], [1.056, -3.988, 0.682], [2.219, -4.626, 2.445], [-1.196, 0.580, 0.899], [0.000, -0.335, 0.876], [0.578, -0.605, 2.156], [-2.317, 0.072, 1.635], [-1.469, 0.763, -0.149], [-0.870, 1.547, 1.358], [0.749, 0.221, 0.286], [-0.164, -1.253, 0.321], [-0.166, -0.955, 2.683], [-2.143, -0.051, 2.583], [1.564, -1.893, 5.103], [0.768, -1.009, 5.984], [-0.458, -1.551, 6.337], [1.393, -3.224, 5.646], [2.595, -1.519, 5.197], [1.152, -1.969, 4.077], [0.511, -0.032, 5.607], [1.438, -0.806, 6.822], [-0.263, -2.486, 6.324], [1.635, -3.815, 4.902], [2.926, -6.416, 0.059], [3.670, -5.206, -0.642], [4.305, -4.335, 0.372], [3.251, -3.697, 1.071], [3.820, -2.496, 1.626], [4.762, -5.602, -1.482], [2.497, -7.133, -0.690], [2.112, -6.024, 0.712], [3.656, -7.030, 0.613], [2.952, -4.573, -1.125], [4.798, -3.508, -0.175], [4.982, -4.773, 1.061], [4.684, -2.667, 2.322], [2.922, -2.052, 2.152], [4.155, -1.823, 0.776], [5.508, -6.090, -1.029], [4.456, -6.072, -2.317], [4.533, 0.108, -7.553], [4.649, -0.390, -6.097], [4.099, -1.828, -6.019], [3.943, -2.185, -4.663], [3.712, -3.571, -4.520], [6.076, -0.505, -5.681], [5.023, -0.589, -8.284], [4.981, 1.101, -7.653], [3.429, 0.136, -7.755], [4.132, 0.255, -5.364], [4.848, -2.487, -6.499], [3.190, -2.000, -6.612], [4.543, -4.101, -5.029], [2.749, -4.018, -4.893], [3.723, -3.786, -3.446], [6.574, 0.368, -5.879], [6.193, -0.761, -4.692], [-3.718, 4.640, -1.753], [-5.005, 4.085, -1.128], [-5.490, 4.887, 0.003], [-6.479, 4.106, 0.741], [-6.935, 4.833, 1.817], [-5.987, 3.938, -2.230], [-3.322, 4.052, -2.581], [-2.936, 4.774, -1.044], [-4.014, 5.586, -2.211], [-4.751, 3.112, -0.699], [-5.857, 5.897, -0.283], [-4.613, 5.026, 0.647], [-6.157, 4.908, 2.620], [-7.773, 4.206, 2.183], [-7.443, 5.766, 1.592], [-5.703, 3.236, -2.895], [-6.904, 3.675, -1.916], [1.566, 3.255, 0.384], [2.746, 4.064, 0.894], [4.025, 3.586, 0.250], [5.109, 4.181, 0.912], [6.303, 3.918, 0.314], [2.507, 5.472, 0.713], [1.640, 2.203, 0.545], [1.596, 3.473, -0.700], [0.632, 3.602, 0.766], [2.863, 3.848, 1.988], [4.073, 3.774, -0.813], [4.117, 2.500, 0.366], [7.064, 4.537, 0.749], [6.297, 4.118, -0.764], [6.611, 2.894, 0.459], [3.404, 5.939, 0.895], [2.298, 5.670, -0.246], [-1.353, 1.234, -3.357], [-0.203, 2.171, -2.985], [1.085, 1.463, -2.869], [0.963, 0.310, -2.116], [2.212, -0.207, -1.830], [0.023, 3.352, -3.797], [-1.298, 0.777, -4.389], [-2.330, 1.732, -3.322], [-1.428, 0.431, -2.626], [-0.482, 2.547, -1.969], [1.766, 2.174, -2.422], [1.360, 1.215, -3.914], [2.113, -1.007, -1.067], [2.947, 0.512, -1.453], [2.661, -0.643, -2.697], [-0.755, 3.986, -3.738], [0.182, 3.174, -4.791], [0.339, 2.874, 4.058], [-0.978, 2.954, 4.875], [-2.118, 2.337, 3.991], [-2.176, 3.189, 2.842], [-3.430, 3.006, 2.122], [-0.884, 2.073, 6.023], [0.457, 1.821, 3.836], [1.179, 3.229, 4.670], [0.350, 3.576, 3.261], [-1.303, 3.976, 5.087], [-3.037, 2.346, 4.568], [-1.828, 1.291, 3.781], [-4.183, 3.697, 2.511], [-3.780, 1.988, 2.138], [-3.265, 3.262, 1.094], [0.052, 2.154, 6.406], [-1.556, 2.348, 6.702], [-5.671, -1.443, -0.583], [-5.455, 0.055, -0.612], [-5.975, 0.627, 0.721], [-7.284, 0.195, 1.061], [-8.348, 1.021, 0.718], [-4.069, 0.515, -0.748], [-5.484, -1.942, -1.514], [-6.756, -1.627, -0.344], [-5.005, -1.938, 0.112], [-6.039, 0.513, -1.402], [-5.858, 1.752, 0.618], [-5.287, 0.304, 1.494], [-8.421, 1.142, -0.373], [-8.205, 2.037, 1.147], [-9.334, 0.694, 0.999], [-3.565, 0.153, 0.067], [-3.723, 0.168, -1.608], [-6.991, -6.374, -1.068], [-6.078, -5.406, -1.822], [-4.883, -5.089, -0.957], [-4.107, -4.087, -1.568], [-2.933, -3.764, -0.894], [-5.682, -5.937, -3.102], [-6.411, -7.274, -0.849], [-7.906, -6.593, -1.640], [-7.275, -5.974, -0.061], [-6.615, -4.487, -1.973], [-4.209, -5.962, -0.878], [-5.186, -4.759, 0.047], [-2.470, -3.014, -1.508], [-2.236, -4.579, -0.839], [-2.986, -3.316, 0.113], [-5.418, -6.889, -3.021], [-4.835, -5.458, -3.450], [5.711, -0.052, -1.041], [6.763, -0.930, -0.519], [7.869, -1.283, -1.509], [7.457, -1.798, -2.793], [7.213, -3.197, -2.761], [7.416, -0.325, 0.626], [6.150, 0.787, -1.588], [5.065, 0.311, -0.255], [5.112, -0.559, -1.809], [6.268, -1.899, -0.281], [8.586, -1.938, -1.031], [8.470, -0.383, -1.736], [7.312, -3.568, -3.782], [6.250, -3.531, -2.347], [7.986, -3.715, -2.183], [6.784, -0.093, 1.374], [8.179, -0.897, 1.003], [-1.836, 6.881, 1.524], [-0.756, 7.772, 2.149], [-0.052, 6.958, 3.201], [0.984, 7.618, 3.805], [1.726, 6.709, 4.543], [0.110, 8.260, 1.071], [-1.402, 5.885, 1.259], [-2.397, 7.305, 0.725], [-2.559, 6.742, 2.326], [-1.115, 8.674, 2.549], [0.285, 6.108, 2.533], [-0.778, 6.646, 3.987], [1.176, 6.168, 5.287], [2.391, 7.278, 5.184], [2.337, 6.030, 3.955], [0.595, 7.516, 0.623], [0.773, 8.917, 1.428], [-3.883, -0.967, -5.080], [-3.406, -2.368, -5.367], [-1.920, -2.461, -4.993], [-1.189, -1.442, -5.638], [0.201, -1.782, -5.597], [-4.012, -3.513, -4.793], [-3.575, -0.562, -4.105], [-4.989, -1.008, -5.093], [-3.629, -0.207, -5.839], [-3.431, -2.461, -6.451], [-1.561, -3.496, -5.243], [-1.863, -2.403, -3.895], [0.417, -2.718, -6.180], [0.488, -1.939, -4.575], [0.787, -0.981, -6.058], [-4.171, -3.461, -3.781], [-4.913, -3.805, -5.188]]
}

Entry 3:
{
  "formula": "C25H62BClN8O11PS",
  "method": "the ωB97M-V functional and the def2-TZVPD basis",
  "lumo_energy_ev": 1.93,
  "max_force_ev_per_a": 1.5,
  "total_charge": -1,
  "total_energy_ev": -94701.228,
  "gap_ha": 0.2303,
  "elements": ["C", "N", "C", "B", "O", "P", "Cl", "O", "C", "C", "C", "N", "C", "S", "C", "O", "O", "O", "H", "H", "H", "H", "H", "H", "H", "H", "H", "H", "H", "H", "H", "H", "H", "H", "H", "H", "H", "H", "C", "C", "O", "N", "C", "H", "H", "H", "H", "H", "H", "H", "C", "C", "O", "N", "C", "H", "H", "H", "H", "H", "H", "H", "C", "C", "O", "N", "C", "H", "H", "H", "H", "H", "H", "H", "C", "C", "O", "N", "C", "H", "H", "H", "H", "H", "H", "H", "C", "C", "O", "N", "C", "H", "H", "H", "H", "H", "H", "H", "C", "C", "O", "N", "C", "H", "H", "H", "H", "H", "H", "H"],
  "xyz": [[0.088, -0.196, 1.509], [-0.294, 0.668, 0.396], [-0.254, 2.076, 0.815], [-1.583, 0.321, -0.183], [-2.343, -0.677, 0.431], [-2.395, 1.007, -1.852], [-0.387, 0.815, -2.954], [-3.924, 1.260, -1.028], [-4.085, 2.537, -0.471], [-5.584, 2.837, -0.384], [-6.006, 3.782, 0.751], [-6.944, 3.111, 1.676], [-3.240, 3.420, -1.394], [-2.918, 5.155, -0.968], [-1.405, 5.163, -0.069], [-2.647, 5.852, -2.208], [-3.974, 5.699, -0.140], [-2.024, 2.792, -1.544], [1.113, 0.023, 1.819], [0.039, -1.237, 1.192], [-0.534, -0.058, 2.407], [0.446, 2.202, 1.643], [0.077, 2.703, -0.006], [-1.231, 2.447, 1.151], [-2.731, -0.378, 1.266], [-2.689, -0.338, -2.225], [-2.933, 1.465, -3.081], [-3.699, 2.560, 0.568], [-6.048, 1.875, -0.167], [-5.941, 3.192, -1.353], [-5.112, 4.127, 1.275], [-6.475, 4.684, 0.361], [-7.449, 3.808, 2.213], [-6.417, 2.576, 2.358], [-3.785, 3.541, -2.348], [-1.536, 4.736, 0.922], [-1.107, 6.209, -0.034], [-0.694, 4.565, -0.630], [1.998, -3.622, 5.243], [1.302, -2.697, 4.273], [1.345, -1.480, 4.396], [0.622, -3.250, 3.236], [0.478, -4.652, 2.902], [2.479, -3.009, 5.997], [1.289, -4.290, 5.733], [2.754, -4.227, 4.736], [0.168, -2.572, 2.642], [0.869, -4.833, 1.899], [-0.578, -4.926, 2.913], [1.017, -5.279, 3.606], [2.412, 6.466, -1.015], [2.473, 5.826, 0.355], [2.253, 4.642, 0.517], [2.777, 6.632, 1.415], [3.057, 8.050, 1.407], [2.155, 5.691, -1.730], [1.653, 7.248, -1.051], [3.374, 6.903, -1.288], [2.795, 6.145, 2.296], [4.059, 8.256, 1.792], [2.338, 8.596, 2.021], [2.998, 8.435, 0.394], [3.894, -0.451, 6.747], [4.053, -1.334, 7.964], [3.721, -2.507, 7.969], [4.586, -0.766, 9.083], [5.031, 0.597, 9.268], [3.445, -1.028, 5.944], [3.239, 0.395, 6.961], [4.860, -0.066, 6.417], [4.664, -1.404, 9.859], [6.092, 0.632, 9.527], [4.470, 1.088, 10.065], [4.886, 1.163, 8.354], [-2.810, -1.070, -5.507], [-4.190, -1.227, -4.910], [-4.475, -0.732, -3.840], [-5.109, -1.952, -5.626], [-4.917, -2.613, -6.896], [-2.216, -0.474, -4.816], [-2.334, -2.039, -5.656], [-2.857, -0.563, -6.472], [-6.009, -2.009, -5.179], [-5.599, -2.218, -7.654], [-5.095, -3.689, -6.811], [-3.898, -2.475, -7.242], [-0.898, -5.624, -6.936], [-0.619, -4.192, -7.336], [-1.514, -3.419, -7.627], [0.678, -3.784, -7.347], [1.861, -4.548, -7.023], [-1.972, -5.775, -6.975], [-0.412, -6.324, -7.617], [-0.547, -5.822, -5.923], [0.791, -2.817, -7.608], [2.393, -4.103, -6.180], [2.545, -4.591, -7.873], [1.589, -5.564, -6.754], [3.653, -3.456, 1.475], [4.379, -4.777, 1.414], [4.446, -5.528, 2.374], [4.963, -5.112, 0.231], [4.982, -4.354, -1.003], [3.241, -3.334, 2.471], [4.328, -2.624, 1.272], [2.837, -3.434, 0.752], [5.430, -6.005, 0.251], [4.510, -4.914, -1.813], [6.005, -4.119, -1.301], [4.442, -3.422, -0.878]]
}

Entry 4:
{
  "formula": "C3H5NO4",
  "method": "the ωB97M-V functional and the def2-TZVPD basis",
  "lumo_energy_ev": 0.71,
  "max_force_ev_per_a": 3.3,
  "smiles": "CO/C=N/O.O=C=O",
  "relative_energy_kj_mol": 273.7,
  "total_energy_ev": -12870.038,
  "gap_ha": 0.3576,
  "elements": ["C", "O", "C", "N", "O", "H", "H", "H", "H", "H", "O", "C", "O"],
  "xyz": [[1.785, 1.293, -0.701], [0.649, 0.403, -0.836], [0.624, -0.629, -0.027], [-0.269, -1.502, -0.210], [-0.162, -2.488, 0.770], [1.502, 2.299, -0.914], [2.643, 0.939, -1.386], [2.048, 1.467, 0.333], [1.253, -0.606, 0.766], [-0.704, -3.249, 0.435], [-2.579, 1.690, 0.730], [-3.146, 0.700, 0.532], [-3.643, -0.318, 0.508]]
}